Computed, not measured: a structure of composition C3H2INS, with ωB97M-V/def2-TZVPD.

Properties
Multiplicity: 1
ΔE to the lowest compared entry with this formula, charge and spin, kJ/mol: 373.0
Kohn-Sham gap, eV: 8.091

Geometry as XYZ:
```
8
Properties=species:S:1:pos:R:3:forces:R:3
C 0.60804 -0.62531 1.71619 -4.329 1.662 -2.989
C -0.41005 -0.44794 0.88382 3.284 -0.490 2.174
C 0.11742 0.98315 -1.65926 -0.371 -0.436 0.511
N -1.33045 -0.42332 0.13829 -2.612 0.335 -1.938
S -1.29454 0.16813 -1.49286 0.603 0.300 -0.206
I 0.46384 1.71691 -3.55285 -0.184 -0.004 -0.088
H 0.78128 0.11871 2.35767 1.114 2.457 2.574
H 1.06446 -1.49034 1.60899 2.496 -3.825 -0.038
```
Positions in Å, forces in eV/Å.

Computed, not measured: a structure of composition C3H2IrO3, with ωB97M-V/def2-TZVPD.

Properties
Multiplicity: 5
ΔE to the lowest compared entry with this formula, charge and spin, kJ/mol: 158.8
Charge: +3
Kohn-Sham gap (alpha / beta), eV: 10.090 / 7.839

Geometry as XYZ:
```
9
Properties=species:S:1:pos:R:3:forces:R:3
H -1.97457 -0.42469 0.92300 -0.144 -0.760 -0.561
C -1.08009 1.15010 0.05506 4.226 -1.728 -0.745
C -1.41627 -0.27833 -0.04903 -1.826 0.255 0.931
O -0.15251 -0.98294 -0.03276 0.512 0.993 -0.242
C 0.77766 -0.10412 -0.01987 -3.278 -0.372 0.369
O 0.24978 1.16447 0.05490 -1.763 2.304 0.253
O 1.97082 -0.31867 0.00254 -4.956 -3.112 -0.176
Ir 3.60582 0.31576 0.02616 7.737 2.715 0.092
H -1.98063 -0.52158 -0.95999 -0.509 -0.296 0.078
```
Positions in Å, forces in eV/Å.

Computed, not measured: a structure of composition C3H2Li2NiO3, with ωB97M-V/def2-TZVPD.

Properties
Multiplicity: 4
ΔE to the lowest compared entry with this formula, charge and spin, kJ/mol: 347.1
Charge: +1
Kohn-Sham gap (alpha / beta), eV: 5.799 / 5.002

Geometry as XYZ:
```
11
Properties=species:S:1:pos:R:3:forces:R:3
C 1.93817 -1.12112 0.46870 -7.310 4.174 -1.341
C 0.68450 -0.51825 0.25247 6.874 1.505 -0.313
O 2.97622 -1.58803 0.65565 4.693 -2.470 0.906
H 0.61528 -0.14910 -0.77020 -0.449 -0.679 -0.161
H 0.55889 0.35762 0.88776 -0.079 -0.429 0.386
Ni 1.49185 -3.25525 2.22935 -2.428 -0.176 0.510
Li 3.41883 -3.10336 1.73126 2.091 0.317 -0.695
O -0.73294 -1.39448 0.57092 -2.832 -0.835 0.610
C -1.60221 -1.63184 -0.31408 2.714 -5.451 3.469
O -2.33066 -1.12876 -1.05276 -2.942 3.944 -3.326
Li -3.23873 -0.85874 0.67454 -0.333 0.100 -0.045
```
Positions in Å, forces in eV/Å.

Computed, not measured: a structure of composition C3H2LiNiO3, with ωB97M-V/def2-TZVPD.

Properties
Multiplicity: 4
ΔE to the lowest compared entry with this formula, charge and spin, kJ/mol: 0.0
Charge: +2
Kohn-Sham gap (alpha / beta), eV: 7.753 / 7.730

Geometry as XYZ:
```
10
Properties=species:S:1:pos:R:3:forces:R:3
C -0.62693 0.96995 0.48588 1.506 -0.704 0.210
C -1.66178 1.17707 -0.37092 -1.826 0.034 -1.649
O -2.51045 1.26216 -1.13282 1.674 -0.120 1.440
H 0.07984 1.80473 0.54514 -0.308 -0.082 -0.106
H -0.92503 0.56219 1.45780 -0.099 0.102 -0.311
O 0.41931 -1.09836 -1.29214 -0.021 0.352 0.028
C 0.78045 -0.64690 -0.25500 -1.790 -0.109 -0.488
O 1.51972 -0.81685 0.65783 0.321 0.434 0.387
Ni 2.63706 -0.53005 2.30563 0.570 0.044 0.659
Li 0.28781 -2.68395 -2.40139 -0.025 0.050 -0.170
```
Positions in Å, forces in eV/Å.

Number 1: strongest force on any atom 5.52 eV Å⁻¹. Number 2: strongest force on any atom 8.20 eV Å⁻¹. Number 3: strongest force on any atom 8.52 eV Å⁻¹. Number 4: strongest force on any atom 2.46 eV Å⁻¹.